Entry 1:
{
  "formula": "C23H64BN8O21",
  "method": "the ωB97M-V functional and the def2-TZVPD basis",
  "species": ["O", "C", "O", "B", "O", "C", "O", "O", "C", "O", "C", "O", "O", "O", "H", "H", "O", "H", "H", "O", "H", "H", "O", "H", "H", "C", "O", "N", "N", "H", "H", "H", "H", "C", "O", "N", "N", "H", "H", "H", "H", "C", "O", "N", "N", "H", "H", "H", "H", "C", "O", "N", "N", "H", "H", "H", "H", "C", "C", "C", "O", "H", "H", "H", "H", "H", "H", "H", "H", "C", "C", "C", "O", "H", "H", "H", "H", "H", "H", "H", "H", "C", "C", "C", "O", "H", "H", "H", "H", "H", "H", "H", "H", "C", "C", "C", "O", "H", "H", "H", "H", "H", "H", "H", "H", "C", "C", "C", "O", "H", "H", "H", "H", "H", "H", "H", "H"],
  "xyz": [[-1.55061, 0.70552, -2.15846], [-1.02167, 0.79025, -1.07487], [-0.93765, -0.21533, -0.24530], [0.00272, 0.13274, 0.83939], [0.25513, 1.55245, 0.69061], [-0.26999, 1.97124, -0.47917], [-0.26849, 3.11151, -0.83370], [1.24758, -0.69497, 0.73022], [1.28331, -1.52434, 1.73151], [1.99191, -2.49203, 1.89508], [0.12014, -1.18724, 2.72447], [-0.52362, -0.17470, 2.16772], [-0.19482, -1.80419, 3.69363], [1.55887, 3.51745, 2.91840], [0.94008, 3.06885, 2.32846], [1.87901, 2.81265, 3.50987], [2.82549, -2.12874, 4.99087], [3.77439, -1.97125, 4.98821], [2.57038, -2.09157, 4.06270], [0.52980, -4.79482, 2.16868], [-0.26178, -4.36377, 1.82921], [1.22210, -4.11998, 2.06347], [0.09500, -3.07790, 6.51130], [0.86471, -2.72576, 6.04968], [-0.64408, -2.86188, 5.93626], [-4.91472, -0.83834, 0.55673], [-5.84382, -0.17946, 0.08243], [-3.85344, -1.21605, -0.20336], [-4.88391, -1.28263, 1.83561], [-3.89614, -1.01461, -1.18511], [-3.07664, -1.71052, 0.20257], [-4.17349, -1.93385, 2.11465], [-5.55317, -0.87371, 2.46054], [0.32290, 6.85243, 0.75267], [-0.58880, 7.37063, 0.10711], [0.59257, 5.52106, 0.80930], [1.21984, 7.58939, 1.45536], [-0.01506, 4.91283, 0.28361], [1.38343, 5.17472, 1.31578], [0.99792, 8.55697, 1.61292], [1.95042, 7.18094, 2.00291], [3.59446, 1.26495, 3.93360], [2.38886, 1.20772, 4.20773], [4.22553, 0.32309, 3.21719], [4.40509, 2.15468, 4.58479], [3.60917, -0.31023, 2.73261], [5.14871, 0.49264, 2.85850], [3.92768, 2.80420, 5.18447], [5.31019, 2.38346, 4.21613], [5.43695, -2.08586, -0.67874], [6.24908, -3.00711, -0.60691], [5.64428, -0.92243, -1.34534], [4.23992, -2.08702, -0.01997], [4.79460, -0.45927, -1.62386], [6.51666, -0.70391, -1.78535], [3.72839, -1.22426, 0.01117], [3.95178, -2.92303, 0.45252], [5.58129, 2.18978, -0.16827], [4.08418, 2.51463, -0.14547], [3.83335, 3.93601, -0.54524], [3.48868, 1.66523, -1.12512], [5.93393, 2.10889, -1.19783], [5.82728, 1.21637, 0.26322], [6.14392, 2.92528, 0.40898], [3.73809, 2.22194, 0.85247], [4.22320, 4.60259, 0.22850], [2.75672, 4.12533, -0.56452], [4.28556, 4.11309, -1.51928], [2.61000, 1.97295, -1.36587], [-3.21529, -4.69702, 3.43291], [-2.91800, -4.49612, 1.94978], [-4.21628, -4.52981, 1.13021], [-2.20276, -3.27802, 1.75233], [-2.35330, -4.98867, 4.03982], [-3.90971, -5.53965, 3.43064], [-3.59899, -3.84101, 3.99713], [-2.35383, -5.40851, 1.72063], [-4.68060, -5.51235, 1.21361], [-3.96374, -4.40288, 0.07715], [-4.89690, -3.76381, 1.49957], [-1.95890, -2.98723, 2.64071], [-4.64881, 2.39196, -2.62835], [-4.37861, 2.80275, -1.20120], [-3.70496, 4.18450, -1.13611], [-5.55728, 2.84017, -0.42926], [-5.36614, 3.01039, -3.16469], [-5.05614, 1.37399, -2.61876], [-3.70389, 2.29955, -3.16928], [-3.56421, 2.22839, -0.74333], [-2.73253, 4.15719, -1.62624], [-3.59336, 4.49639, -0.09650], [-4.26601, 4.98928, -1.61998], [-5.88823, 1.94449, -0.28278], [-1.69084, 0.27781, -7.19658], [-2.20427, 0.52839, -5.77409], [-2.61115, -0.71591, -4.98009], [-1.19126, 1.23702, -5.04055], [-1.41598, 1.22720, -7.65612], [-2.52531, -0.14447, -7.75698], [-0.80060, -0.35046, -7.17910], [-3.08036, 1.17951, -5.88082], [-1.75191, -1.30511, -4.66741], [-3.30319, -1.38633, -5.49838], [-3.17246, -0.44758, -4.08338], [-1.54843, 1.21870, -4.13754], [-0.12147, -2.49555, -3.15059], [1.09745, -3.13510, -2.43985], [0.66352, -4.26623, -1.48491], [1.99065, -3.64010, -3.40344], [-0.92557, -2.39167, -2.42024], [-0.39703, -3.07567, -4.03299], [0.07227, -1.47821, -3.49648], [1.52990, -2.34871, -1.82039], [1.44908, -4.37325, -0.73783], [0.57807, -5.21214, -2.01985], [-0.27162, -4.02606, -0.97819], [1.52576, -4.19378, -4.03426]],
  "total_charge": -1,
  "lumo_energy_ha": 0.06589,
  "energy_ev": -80497.442
}

Entry 2:
{
  "formula": "C23H64O9",
  "method": "the ωB97M-V functional and the def2-TZVPD basis",
  "species": ["C", "C", "C", "O", "H", "H", "H", "H", "H", "H", "H", "H", "C", "C", "C", "O", "H", "H", "H", "H", "H", "H", "H", "H", "C", "C", "C", "O", "H", "H", "H", "H", "H", "H", "H", "H", "C", "C", "C", "O", "H", "H", "H", "H", "H", "H", "H", "H", "C", "C", "C", "O", "H", "H", "H", "H", "H", "H", "H", "H", "C", "C", "O", "H", "H", "H", "H", "H", "H", "C", "C", "O", "H", "H", "H", "H", "H", "H", "C", "C", "O", "H", "H", "H", "H", "H", "H", "C", "C", "O", "H", "H", "H", "H", "H", "H"],
  "xyz": [[-3.86151, -1.39923, -4.15766], [-3.44985, -0.76788, -2.82088], [-4.58186, -0.01590, -2.14830], [-3.13234, -1.90315, -1.97657], [-3.02319, -1.82494, -4.70910], [-4.28449, -0.56101, -4.71135], [-4.73734, -2.02754, -3.99561], [-2.62033, -0.08043, -2.98648], [-4.16160, 0.35574, -1.21375], [-5.47355, -0.61753, -1.97214], [-4.77952, 0.93236, -2.64815], [-3.27829, -2.75314, -2.39826], [0.49979, -4.41655, 1.22906], [0.33531, -5.93753, 1.14737], [0.37052, -6.53150, -0.26008], [1.35802, -6.54226, 1.92559], [0.08332, -3.91673, 0.35452], [1.55285, -4.16431, 1.10442], [0.19176, -4.06539, 2.21389], [-0.66640, -6.25348, 1.43866], [-0.27136, -5.90241, -0.87679], [0.06187, -7.57600, -0.21695], [1.37503, -6.44097, -0.67343], [1.51182, -7.42556, 1.58246], [0.17205, 0.73911, -0.65323], [-0.70620, -0.09803, 0.28962], [-0.38099, 0.03867, 1.77757], [-2.10968, 0.23442, 0.24254], [1.12015, 0.23707, -0.84594], [0.18347, 1.80155, -0.40991], [-0.33279, 0.95070, -1.59582], [-0.53053, -1.11610, -0.05789], [-0.27503, 1.07379, 2.10222], [0.55481, -0.46804, 2.01339], [-1.13920, -0.37477, 2.44260], [-2.54167, -0.37235, -0.36311], [5.26723, 0.56193, -0.13439], [4.16749, 0.79613, 0.90508], [3.86896, -0.47706, 1.72882], [4.67452, 1.82481, 1.75447], [5.56407, 1.47374, -0.65263], [4.85430, -0.09546, -0.89952], [6.10834, 0.06281, 0.34675], [3.34045, 1.24713, 0.35671], [4.63505, -0.50798, 2.50356], [3.86026, -1.39183, 1.13617], [2.88234, -0.43520, 2.19028], [4.01264, 2.35475, 2.20466], [1.43263, 3.71503, 2.58902], [1.80333, 3.10802, 4.02284], [1.23787, 1.74262, 4.22814], [3.21280, 3.08572, 3.93972], [2.05273, 4.54167, 2.24225], [0.41289, 4.09741, 2.54418], [1.46445, 2.93020, 1.83328], [1.40408, 3.73237, 4.82214], [1.65530, 0.96606, 3.58720], [0.16885, 1.78255, 4.01911], [1.36195, 1.42205, 5.26252], [3.54593, 3.37278, 4.79308], [-3.57128, -3.04239, 3.84134], [-3.09091, -3.90063, 2.67496], [-4.06267, -4.97915, 2.67768], [-4.64322, -2.86273, 3.75899], [-3.05559, -2.08212, 3.83485], [-3.45925, -3.55511, 4.79668], [-2.07211, -4.24026, 2.86142], [-3.14301, -3.43337, 1.69157], [-4.86285, -4.77852, 2.18672], [-4.11526, 3.43247, 0.13259], [-3.08963, 3.58339, 1.22038], [-1.88462, 3.00066, 0.79793], [-3.82823, 3.91296, -0.80274], [-5.11198, 3.69100, 0.49010], [-4.11771, 2.36325, -0.07921], [-3.36125, 3.22987, 2.21504], [-2.97577, 4.64277, 1.45032], [-1.81991, 2.05580, 0.64092], [3.37613, 0.38818, -3.44160], [2.64769, 0.34984, -4.76297], [1.41217, -0.36186, -4.71470], [2.71283, 0.77212, -2.66654], [4.31378, 0.93901, -3.51565], [3.58457, -0.65219, -3.19203], [3.29833, -0.06169, -5.53460], [2.25795, 1.32505, -5.05479], [0.65729, 0.12063, -5.05961], [1.16565, 3.41112, -2.70581], [1.66987, 4.31880, -3.88378], [1.73452, 5.65024, -3.35530], [1.05822, 2.37418, -3.02412], [0.12159, 3.68241, -2.54945], [1.83103, 3.60607, -1.86475], [0.91133, 4.43789, -4.65744], [2.62963, 3.99191, -4.28392], [0.86115, 5.94955, -3.61844]],
  "smiles": "CC(C)O.CC(C)O.CC(C)O.CC(C)O.CC(C)O.CCO.CCO.CCO.CCO",
  "lumo_energy_ha": 0.01084,
  "energy_ev": -43312.749
}

Entry 3:
{
  "formula": "C23H65BF4N13O11Rb",
  "method": "the ωB97M-V functional and the def2-TZVPD basis",
  "species": ["Rb", "B", "F", "F", "F", "F", "C", "O", "C", "C", "N", "C", "C", "O", "C", "H", "H", "H", "H", "H", "H", "H", "H", "H", "H", "H", "H", "H", "H", "H", "C", "O", "C", "C", "N", "C", "C", "O", "C", "H", "H", "H", "H", "H", "H", "H", "H", "H", "H", "H", "H", "H", "H", "H", "C", "O", "C", "C", "N", "C", "C", "O", "C", "H", "H", "H", "H", "H", "H", "H", "H", "H", "H", "H", "H", "H", "H", "H", "C", "O", "N", "N", "H", "H", "H", "H", "C", "O", "N", "N", "H", "H", "H", "H", "C", "O", "N", "N", "H", "H", "H", "H", "C", "O", "N", "N", "H", "H", "H", "H", "C", "O", "N", "N", "H", "H", "H", "H"],
  "xyz": [[-6.09757, -5.56353, -1.53161], [-2.18498, -2.19722, 0.20500], [-3.17711, -1.44764, -0.46029], [-1.28175, -2.81634, -0.63643], [-1.53532, -1.34698, 1.08237], [-2.72670, -3.16826, 0.94092], [0.56342, -6.09299, -11.66360], [1.04619, -5.92237, -10.37049], [2.36341, -5.37362, -10.36027], [2.69167, -4.95024, -8.95143], [2.07280, -3.64832, -8.64600], [1.94733, -3.24211, -7.25354], [1.61973, -1.71780, -7.25248], [2.85762, -1.01301, -7.42855], [3.58930, -0.67090, -6.25941], [0.48911, -5.18374, -12.26012], [-0.46776, -6.38764, -11.46882], [1.10012, -6.87328, -12.20322], [2.57417, -4.58785, -11.08571], [3.11899, -6.10387, -10.64998], [3.73618, -5.16902, -8.72955], [2.11098, -5.62128, -8.31850], [2.31437, -3.00326, -9.38468], [2.81042, -3.48199, -6.63255], [1.12378, -3.85359, -6.88483], [1.20349, -1.45083, -6.28111], [0.82538, -1.67703, -7.99776], [3.21287, 0.28780, -5.90263], [4.60254, -0.44349, -6.59067], [3.69346, -1.41440, -5.46918], [6.10187, 0.14645, 9.84643], [5.50566, 1.26263, 9.19206], [5.59632, 2.65076, 9.75422], [4.77463, 2.74963, 11.05758], [3.30443, 2.56255, 10.88007], [2.67643, 3.49207, 10.04245], [1.16986, 3.18113, 9.69738], [1.01376, 2.17983, 8.67136], [1.44953, 2.56086, 7.36332], [5.38447, -0.67085, 9.92026], [6.42060, 0.33788, 10.87106], [6.95829, -0.07912, 9.21100], [5.06670, 3.23536, 9.00199], [6.62144, 3.01876, 9.79655], [5.00944, 3.63060, 11.65495], [5.15819, 1.98998, 11.73869], [3.05337, 1.76843, 10.30872], [3.12921, 3.85494, 9.11973], [2.59912, 4.39731, 10.64466], [0.54814, 3.88993, 9.15040], [0.61348, 2.71736, 10.51191], [0.95663, 3.44559, 6.96034], [1.20675, 1.75140, 6.67490], [2.53190, 2.68569, 7.33173], [-1.85996, 5.33719, -7.67879], [-2.13730, 4.96919, -6.31203], [-1.08481, 5.23945, -5.39074], [-1.57048, 5.18943, -3.89742], [-0.60078, 5.43081, -2.89931], [-0.92133, 4.57540, -1.73127], [-2.21158, 4.96847, -1.03803], [-2.04445, 6.38589, -0.82226], [-3.03097, 6.76373, 0.11428], [-0.92126, 4.91416, -8.03654], [-1.76309, 6.42179, -7.72733], [-2.62221, 5.01909, -8.39005], [-0.76295, 6.27638, -5.48714], [-0.28140, 4.53071, -5.59152], [-2.09774, 4.24156, -3.78945], [-2.35280, 5.93561, -3.75853], [-0.72612, 6.36022, -2.52437], [-0.09004, 4.80186, -1.06362], [-0.67371, 3.53687, -1.95089], [-2.43503, 4.34583, -0.17171], [-2.97100, 4.72751, -1.78188], [-3.22749, 7.82610, -0.03014], [-2.66002, 6.55066, 1.11683], [-4.02767, 6.35103, -0.04177], [2.95610, -4.01611, 4.23184], [3.91475, -4.14300, 4.96945], [2.94723, -4.36478, 3.02901], [1.93520, -3.17382, 4.45501], [2.09378, -4.31029, 2.49165], [3.73610, -4.90081, 2.69666], [1.24986, -3.07929, 3.71916], [1.76873, -2.79309, 5.37557], [-8.31414, -1.04030, 2.80209], [-8.55524, -1.96758, 1.97136], [-7.21404, -0.56116, 3.07628], [-9.13203, -0.65873, 3.66100], [-6.37739, -0.70377, 2.52876], [-7.21449, 0.24351, 3.68669], [-10.03016, -1.11929, 3.69779], [-8.88608, 0.00807, 4.37864], [5.88642, 1.39664, 2.46156], [6.36452, 1.91982, 1.50659], [6.45474, 0.92166, 3.55471], [4.64531, 1.10837, 2.53463], [7.43659, 1.12566, 3.67493], [5.84616, 0.68806, 4.32617], [3.96914, 1.42889, 1.85627], [4.23729, 0.59991, 3.30605], [-5.64770, -0.69288, -7.14747], [-6.15723, -1.70573, -6.78332], [-4.97730, 0.11351, -6.37396], [-5.76553, -0.28939, -8.33931], [-4.88091, -0.25296, -5.43774], [-4.45425, 0.86836, -6.79435], [-5.52018, 0.67314, -8.52215], [-6.10337, -0.78834, -9.14987], [-4.48358, -7.18184, 4.70167], [-4.88806, -8.26775, 4.92243], [-3.18493, -6.87424, 4.90725], [-5.24573, -6.17333, 4.28322], [-2.83508, -5.96643, 4.63598], [-2.62699, -7.70305, 5.05512], [-4.72830, -5.35097, 4.00738], [-6.19157, -6.33998, 3.97062]],
  "lumo_energy_ha": -0.06803,
  "energy_ev": -79000.297
}